Molecular formula: C5H14N
Method: DFT, ωB97M-V with the def2-TZVPD basis set

CARTESIAN COORDINATES (ANGSTROEM)
C: -3.01722 -0.23448 -0.31635
C: 0.24782 -0.63413 1.02176
C: 1.06826 0.28299 0.19454
C: 0.95111 0.13416 -1.30388
C: 2.59672 0.11642 0.54045
N: -1.88119 0.61282 0.05445
H: -3.09506 -0.40100 -1.39725
H: -3.96327 0.19400 0.06816
H: 0.31179 -1.68428 0.71649
H: -1.06678 -0.02904 0.48817
H: 0.86400 1.34811 0.40460
H: -0.11915 0.08778 -1.53543
H: 1.51172 0.89358 -1.86403
H: 1.42560 -0.80417 -1.70292
H: 2.83807 0.28387 1.57918
H: 3.19486 0.90897 0.04958
H: 2.98823 -0.83277 0.11450
H: 0.28010 -0.39176 2.07947
H: -2.14141 1.37596 0.67098
H: -2.99420 -1.22706 0.13753

* Kohn-Sham gap: 0.255 Eh
* net charge: +1
* energy relative to the best compared isomer or geometry (same formula, charge and spin): 104.7 kcal/mol
* energy: -6891.3203 eV

These are the natural (NBO) partial charges, in e, on atoms 1 to 2: -0.46 0.03

Molecular formula: C9H14
Method: DFT, ωB97M-V with the def2-TZVPD basis set

CARTESIAN COORDINATES (ANGSTROEM)
C: 2.11665 0.47164 -1.39950
C: 0.05363 2.66886 0.73348
C: 0.73396 2.23544 -0.34020
C: 0.06467 1.90086 1.92244
C: 1.47526 1.08698 -0.20168
C: 0.73901 0.68585 1.99798
C: 1.42956 0.19372 0.90235
H: -0.50014 3.56016 0.69387
H: 0.87255 2.86700 -1.23307
H: -0.72435 2.18623 2.61358
H: 0.73975 0.23650 3.00898
H: 1.99919 1.37488 -2.11296
H: 1.76425 -0.60489 -1.68729
H: 1.84636 -0.77743 0.69013
H: 3.11866 0.26422 -1.39316
C: -3.31737 -3.11077 -1.28060
C: -2.12227 -4.07813 -1.15178
H: -3.81007 -3.23886 -2.26160
H: -4.08103 -3.32850 -0.57019
H: -3.06614 -2.00169 -1.31776
H: -2.07282 -4.97817 -1.85580
H: -1.21965 -3.45704 -1.47505
H: -1.90518 -4.42911 -0.19468

* Kohn-Sham gap: 0.354 Eh
* energy relative to the best compared isomer or geometry (same formula, charge and spin): 43.0 kcal/mol
* energy: -9558.3163 eV

These are the natural (NBO) partial charges, in e, on atoms 1 to 2: -0.63 -0.19

Molecular formula: C2H5FO
Method: DFT, ωB97M-V with the def2-TZVPD basis set

CARTESIAN COORDINATES (ANGSTROEM)
C: -0.03715 0.32802 0.94915
C: 1.08364 -0.25292 0.09810
O: 2.23339 -0.03857 0.07139
F: 0.52876 -1.14612 -0.79187
H: -0.96164 0.58841 0.29292
H: -0.45083 -0.52449 1.58995
H: 0.35561 1.05640 1.61858
H: -1.11473 -0.31012 -2.03599
H: -1.63705 0.29940 -1.79224

* Kohn-Sham gap: 0.463 Eh
* energy relative to the best compared isomer or geometry (same formula, charge and spin): 11.3 kcal/mol
* energy: -6919.1222 eV

These are the natural (NBO) partial charges, in e, on atoms 1 to 2: -0.75 0.88

Molecular formula: C23H42CaF6O21P
Method: DFT, ωB97M-V with the def2-TZVPD basis set

CARTESIAN COORDINATES (ANGSTROEM)
Ca: 0.60142 0.27836 -0.80029
P: 0.98461 0.20280 -4.18397
F: 2.33570 1.02425 -3.76938
F: 1.13042 -0.74059 -2.84794
F: 0.12816 1.18156 -3.15388
F: -0.40331 -0.53664 -4.55596
F: 0.85002 1.20637 -5.41833
F: 1.84497 -0.85122 -5.00240
C: -0.16208 -5.70535 -3.09551
C: -1.00982 -4.75443 -2.25711
C: -1.22713 -5.24124 -0.81969
O: -0.52331 -4.29906 -0.02906
C: -0.11040 -3.28290 -0.79145
O: 0.34780 -2.25192 -0.42766
O: -0.34831 -3.51935 -2.11002
H: 0.87844 -5.78433 -2.76571
H: -0.09888 -5.26911 -4.09468
H: -0.49437 -6.74049 -3.16706
H: -1.98990 -4.75669 -2.74118
H: -0.75172 -6.21550 -0.67174
H: -2.25275 -5.36855 -0.46980
C: -4.02300 0.12997 4.59949
C: -3.15202 -1.00684 4.11520
C: -3.74590 -1.82319 2.92527
O: -2.61905 -1.98568 2.08924
C: -1.72235 -1.03259 2.34583
O: -0.79725 -0.73396 1.66257
O: -1.96807 -0.45252 3.53480
H: -4.86533 -0.22514 5.19978
H: -4.47634 0.70010 3.78669
H: -3.50667 0.82351 5.26237
H: -2.93134 -1.72435 4.90679
H: -4.55598 -1.23391 2.47992
H: -4.19809 -2.78072 3.17128
C: 5.19727 -2.00961 1.23348
O: 3.91544 -1.80724 0.67000
C: 3.73246 -1.06617 -0.40853
O: 2.67516 -0.66258 -0.79545
O: 4.87503 -0.82786 -1.02946
C: 4.84537 -0.22480 -2.33986
H: 5.18399 -2.76149 2.01592
H: 5.67693 -1.09676 1.59018
H: 5.89058 -2.38449 0.47643
H: 5.86624 -0.28083 -2.70028
H: 4.49672 0.79737 -2.19586
H: 4.16442 -0.74540 -3.00997
C: -4.14926 -2.50004 -0.98711
O: -2.85338 -1.96935 -0.95120
C: -2.56155 -0.85239 -1.58450
O: -1.46523 -0.36028 -1.48730
O: -3.52019 -0.37586 -2.34582
C: -3.19430 0.68350 -3.26188
H: -4.66995 -2.46229 -1.95045
H: -4.89898 -1.97767 -0.38188
H: -4.19431 -3.55074 -0.71217
H: -4.13388 1.06478 -3.64946
H: -2.57479 0.32096 -4.07859
H: -2.67146 1.45953 -2.70483
C: 4.07361 2.50657 0.67046
O: 3.30594 3.56341 0.13135
C: 2.35329 3.28165 -0.73814
O: 1.82586 2.20547 -0.90204
O: 2.05376 4.35465 -1.41954
C: 1.19813 4.23729 -2.54809
H: 4.02999 1.65115 -0.00668
H: 3.82853 2.19826 1.68512
H: 5.12999 2.77751 0.67394
H: 0.15044 4.03095 -2.34447
H: 1.61701 3.46885 -3.20189
H: 1.27850 5.15135 -3.13241
C: -3.47990 2.36519 0.31086
O: -2.56479 3.43955 0.54518
C: -1.27903 3.17200 0.33341
O: -0.81900 2.08683 0.10390
O: -0.49733 4.21958 0.49240
C: -0.88832 5.38450 1.21220
H: -3.65464 2.21400 -0.75107
H: -4.37807 2.67198 0.84225
H: -3.12337 1.44446 0.77532
H: -0.95778 5.19183 2.28590
H: -1.90289 5.64039 0.90530
H: -0.17068 6.17871 1.04720
C: 0.81566 2.89251 3.93764
O: 0.95757 2.28282 2.66481
C: 1.46324 1.07096 2.48821
O: 1.42657 0.53723 1.41092
O: 1.93424 0.54287 3.58328
C: 2.66509 -0.68609 3.45902
H: 0.87564 3.97698 3.86614
H: 1.52170 2.51493 4.67128
H: -0.21532 2.71576 4.25916
H: 2.14719 -1.35551 2.77944
H: 2.79973 -1.15431 4.43194
H: 3.67893 -0.41524 3.15989

* Kohn-Sham gap: 0.416 Eh
* net charge: +1
* energy relative to the best compared isomer or geometry (same formula, charge and spin): 0.0 kcal/mol
* energy: -111568.6753 eV

These are the Löwdin partial charges, in e, on atoms 1 to 2: 1.52 0.19

Molecular formula: CdH16O8
Method: DFT, ωB97M-V with the def2-TZVPD basis set

CARTESIAN COORDINATES (ANGSTROEM)
Cd: 13.77700 13.45000 -17.47500
O: 13.92400 14.67400 -19.29500
H: 13.35900 15.43500 -19.31700
H: 14.77800 14.88500 -19.69000
O: 15.92200 14.58600 -17.31400
H: 16.81800 14.55400 -17.71300
H: 15.71500 15.53100 -17.30100
O: 13.79600 14.75300 -15.30200
H: 14.72000 15.04600 -15.18400
H: 13.65900 14.16400 -14.57500
O: 15.31500 12.11200 -18.80800
H: 15.71200 11.67900 -18.07200
H: 15.03500 11.44300 -19.44700
O: 15.12000 12.12600 -15.96300
H: 15.10600 11.18000 -15.65100
H: 15.59700 12.57500 -15.26300
O: 11.86500 14.75000 -17.35300
H: 11.45900 14.57300 -16.50100
H: 11.81100 15.70500 -17.42000
O: 12.38700 12.19700 -18.85900
H: 11.44400 12.31700 -18.72100
H: 12.44000 12.19600 -19.78400
O: 12.18000 12.39200 -15.95300
H: 11.26600 12.50100 -15.69000
H: 12.55600 11.70400 -15.44100

* Kohn-Sham gap: 0.458 Eh
* net charge: +2
* energy relative to the best compared isomer or geometry (same formula, charge and spin): 0.0 kcal/mol
* energy: -21190.1738 eV

These are the natural (NBO) partial charges, in e, on atoms 1 to 2: 1.78 -1.00

Molecular formula: C28H38N4O3P2SV
Method: DFT, ωB97M-V with the def2-TZVPD basis set

CARTESIAN COORDINATES (ANGSTROEM)
V: 0.43972 -0.49034 -4.19697
C: 1.01972 -1.80092 -5.54208
C: 2.15754 -1.14681 -5.00126
C: 3.12845 -0.31242 -5.85808
C: 2.40173 0.87752 -6.42592
C: 1.21575 1.24454 -5.51722
C: -0.09169 0.79140 -5.64226
C: -0.65097 -0.30986 -6.50548
C: 0.34746 -1.43467 -6.80779
C: -1.16246 0.76368 -1.73246
H: 0.90689 -2.81507 -5.25886
H: 2.69851 -1.79899 -4.32319
H: 3.65243 -0.88060 -6.64639
H: 3.96269 0.02290 -5.22386
H: 3.08387 1.74922 -6.49897
H: 2.13402 0.68587 -7.48247
H: 1.33810 2.28222 -5.19787
H: -0.88277 1.30040 -5.09722
H: -1.02150 0.14012 -7.43154
H: -1.53267 -0.73277 -5.98836
H: -0.20962 -2.31806 -7.16625
H: 1.03412 -1.15524 -7.62110
H: -1.72023 -0.15565 -1.91334
H: -1.73899 1.62468 -2.02488
H: -0.96457 0.89030 -0.66505
P: 1.28615 1.44043 -2.27760
P: 2.03575 -1.88658 -1.75532
N: 0.43767 3.12781 -3.26781
N: 1.97874 2.57329 -1.14193
N: 1.15187 -3.08705 -2.80639
N: 2.88760 -3.07978 -0.87871
C: 2.92813 0.76365 -2.85511
C: 3.35629 -0.69556 -2.36330
C: -0.84950 2.95780 -3.74437
C: -1.21061 3.94296 -4.66304
C: -0.10747 4.83041 -4.73081
C: 0.87952 4.32510 -3.84576
C: 1.14885 3.19836 -0.19053
C: 1.89314 4.17700 0.47927
C: 3.21613 4.15593 -0.06635
C: 3.23841 3.19110 -1.06553
C: -0.26147 -2.45839 -3.21024
C: -0.88353 -3.57642 -3.95159
C: -0.01884 -4.66034 -4.03463
C: 1.19433 -4.34778 -3.34413
C: 3.78792 -4.10923 -1.19757
C: 4.25858 -4.67509 -0.00874
C: 3.65159 -3.96546 1.07560
C: 2.84582 -2.98425 0.54102
H: 3.80570 1.41625 -2.75525
H: 2.76613 0.79151 -3.93336
H: 4.02912 -1.20396 -3.08638
H: 3.94276 -0.56609 -1.43528
H: -1.50166 2.14226 -3.47971
H: -2.15111 3.92550 -5.19768
H: -0.05695 5.69957 -5.37631
H: 1.85085 4.75242 -3.61364
H: 0.14229 2.83852 -0.03777
H: 1.50807 4.79426 1.29356
H: 4.04718 4.76486 0.27987
H: 4.06851 2.87023 -1.66665
H: -0.73919 -2.21266 -2.25785
H: -1.84298 -3.49030 -4.42793
H: -0.23986 -5.59975 -4.53834
H: 2.00971 -5.03957 -3.20363
H: 4.03164 -4.35858 -2.20935
H: 4.94921 -5.50033 0.12196
H: 3.78792 -4.15641 2.14628
H: 2.25758 -2.20115 0.99833
C: -0.66896 -1.61348 0.67397
S: 0.55108 -0.31915 1.03492
O: -0.19121 0.91727 1.27829
O: 1.38945 -0.72936 2.14199
O: 1.39651 -0.18008 -0.25282
H: -1.58162 -1.40977 1.24813
H: -0.28579 -2.57938 1.01377
H: -0.96268 -1.67372 -0.38975

* multiplicity: 4
* Kohn-Sham gap (alpha / beta): 0.249 / 0.247 Eh
* energy relative to the best compared isomer or geometry (same formula, charge and spin): 150.8 kcal/mol
* energy: -96843.2612 eV

These are the Löwdin partial charges, in e, on atoms 1 to 2: 0.68 -0.32